{
  "formula": "C3H10NO2",
  "method": "the ωB97M-V functional and the def2-TZVPD basis",
  "elements": ["C", "C", "C", "N", "O", "O", "H", "H", "H", "H", "H", "H", "H", "H", "H", "H"],
  "xyz": [[-1.370780, 0.919699, 2.229536], [1.981996, 0.969492, -1.101190], [0.212436, -0.557641, -1.450078], [-0.137740, -1.083166, -0.112550], [-0.245349, -1.485074, -2.378295], [1.198031, 0.239549, -1.821843], [-0.963443, -0.191402, 2.392065], [-0.564670, 1.367162, 1.712862], [-1.467138, 1.208694, 3.342107], [2.242276, 1.881893, -1.546675], [2.193191, 0.623582, -0.074936], [-2.259527, 0.931740, 1.646748], [0.473271, -1.875131, 0.311888], [-1.065792, -1.525197, -0.350361], [-0.009794, -0.331486, 0.504378], [-0.216970, -1.092713, -3.303656]],
  "forces_ev_per_a": [[1.32, -3.24, 3.04], [1.00, -0.25, 2.51], [-1.53, -0.96, -2.09], [2.05, -2.90, -2.09], [0.86, 1.41, -0.35], [-1.70, -1.71, -0.69], [-1.22, 1.82, -0.49], [0.78, 1.27, -0.25], [-0.02, 0.19, -2.13], [0.66, 0.91, -0.30], [-0.03, 0.59, -0.59], [-0.82, 0.01, -0.12], [-0.79, 0.98, -0.95], [0.57, 0.97, 1.15], [-1.10, 1.50, 1.79], [-0.04, -0.59, 1.56]],
  "homo_ev": [-12.622, -12.445],
  "total_charge": 1,
  "e_above_lowest_kcal_mol": 138.52,
  "e_tot_ev": -8846.334,
  "fmax_ha_per_bohr": 0.09009
}

=====

{
  "formula": "C3H10NO2",
  "method": "the ωB97M-V functional and the def2-TZVPD basis",
  "elements": ["O", "C", "C", "N", "C", "H", "H", "H", "H", "H", "H", "H", "H", "H", "H", "O"],
  "xyz": [[2.593461, -0.112201, 0.465890], [2.313354, -0.280141, -0.640527], [0.745788, -0.736274, -0.899986], [-0.168504, -0.076750, 0.191196], [-1.005151, -1.037548, 1.063780], [2.920067, -0.433489, -1.550139], [0.353336, -0.328418, -1.936154], [0.522122, -1.924880, -1.069153], [0.471235, 0.307535, 0.915170], [-0.794848, 0.657232, -0.274742], [-0.477825, -1.348872, 2.060907], [-1.121146, -1.935677, 0.293439], [-2.082919, -0.615246, 1.253744], [-0.957289, 3.247941, -0.220505], [-2.035578, 2.317339, 0.468768], [-1.276099, 2.299449, -0.121691]],
  "forces_ev_per_a": [[1.00, 0.78, 1.52], [-2.10, -2.24, -1.80], [-3.27, -0.39, -1.57], [1.31, -1.13, 0.51], [-1.44, -2.31, -1.10], [0.59, 0.40, -0.20], [1.41, -0.27, 1.85], [1.36, 2.57, 1.07], [-0.84, 0.82, -0.91], [0.97, 0.20, 0.83], [-0.86, 0.71, -2.13], [-0.17, 1.41, 2.32], [2.31, -0.55, -0.35], [-0.71, -1.65, 0.12], [-0.24, 0.44, 0.01], [0.67, 1.21, -0.17]],
  "homo_ev": [-19.970, -19.966],
  "total_charge": 2,
  "spin_multiplicity": 2,
  "e_above_lowest_kcal_mol": 64.69,
  "e_tot_ev": -8834.912,
  "fmax_ha_per_bohr": 0.07085
}

=====

{
  "formula": "C3H10NO2",
  "method": "the ωB97M-V functional and the def2-TZVPD basis",
  "elements": ["O", "C", "O", "H", "H", "C", "N", "C", "H", "H", "H", "H", "H", "H", "H", "H"],
  "xyz": [[3.228586, -0.085789, -0.637814], [3.423255, 1.084067, -0.889966], [2.617630, 2.111839, -0.409123], [4.200460, 1.589626, -1.300798], [1.757188, 1.715150, -0.313872], [-0.157777, -0.233437, -0.230586], [-1.264000, -1.013971, 0.499913], [-2.669802, -0.462756, 0.605977], [0.795192, -0.917643, -0.204280], [-0.127152, 0.520804, 0.663662], [-0.440745, 0.115102, -1.223314], [-1.359070, -1.877215, -0.055992], [-0.979027, -1.319180, 1.479994], [-3.165230, -0.412809, -0.398076], [-3.202432, -1.235017, 1.136498], [-2.657076, 0.421228, 1.277775]],
  "forces_ev_per_a": [[-0.11, -0.41, -0.43], [-3.37, 2.90, 3.18], [1.89, -2.83, -1.69], [3.54, 0.54, -1.99], [-1.54, 0.04, 0.84], [0.68, -0.20, 4.23], [-0.01, -2.02, -0.91], [-0.15, 0.21, -0.02], [-1.92, 1.31, -0.22], [1.01, -0.10, -2.50], [-0.22, -0.01, 0.33], [-0.12, -0.06, 0.58], [-0.04, 0.55, -1.58], [0.77, 0.60, 0.91], [-0.28, -0.27, 0.28], [-0.12, -0.24, -1.01]],
  "homo_ev": [-21.443, -21.442],
  "total_charge": 2,
  "spin_multiplicity": 2,
  "e_above_lowest_kcal_mol": 46.19,
  "e_tot_ev": -8835.715,
  "fmax_ha_per_bohr": 0.10629
}

=====

{
  "formula": "C3H10NO3S",
  "method": "the ωB97M-V functional and the def2-TZVPD basis",
  "elements": ["O", "C", "N", "C", "C", "S", "H", "H", "H", "H", "H", "H", "H", "H", "O", "H", "H", "O"],
  "xyz": [[1.882334, 1.921818, 0.433652], [1.018083, 1.536034, -0.343533], [0.352193, 0.382533, -0.248610], [-0.793949, 0.126641, -1.160664], [-1.815910, -0.704332, -0.392833], [-1.097361, -2.189698, 0.397704], [0.597659, 2.218637, -1.101564], [0.597322, -0.223672, 0.522573], [-0.357928, -0.555011, -1.883163], [-1.036760, 1.078574, -1.624047], [-2.585539, -0.921825, -1.111689], [-2.302545, -0.193307, 0.437524], [6.493256, 2.633555, -0.158722], [5.200581, 2.100532, -0.651323], [6.001360, 2.533520, -0.979836], [-4.448827, -3.607903, 2.086718], [-3.406281, -2.894572, 2.812031], [-4.297691, -3.241525, 2.965788]],
  "forces_ev_per_a": [[0.61, 0.03, -0.23], [-0.68, 0.12, 1.11], [0.07, 1.68, -0.83], [1.91, -1.48, 1.67], [-0.24, 0.24, 0.32], [-0.10, -0.17, -0.23], [0.24, -0.07, -0.33], [-0.44, -0.54, -0.18], [-0.37, -0.08, -0.73], [-0.59, 0.00, 0.08], [-0.56, -0.49, -0.31], [0.07, 0.67, -0.22], [0.24, 0.15, -0.10], [-0.14, 0.09, -0.35], [-0.17, -0.22, 0.46], [-0.29, -0.09, 0.04], [0.11, 0.20, 0.24], [0.34, -0.04, -0.42]],
  "homo_ev": -3.203,
  "total_charge": -1,
  "e_above_lowest_kcal_mol": 24.93,
  "e_tot_ev": -21742.451,
  "fmax_ha_per_bohr": 0.05703
}

=====

{
  "formula": "C3H10NO8P3",
  "method": "the ωB97M-V functional and the def2-TZVPD basis",
  "elements": ["C", "C", "O", "N", "C", "P", "P", "O", "O", "O", "H", "H", "H", "H", "H", "H", "H", "H", "H", "H", "O", "P", "O", "O", "O"],
  "xyz": [[3.572813, -1.449792, 0.610804], [2.974773, -1.072825, -0.823015], [3.691999, -1.356703, -1.796738], [1.663960, -0.366570, -0.948064], [1.789630, 0.837350, -0.059619], [0.489783, -1.522450, -0.376639], [-1.253127, -0.632562, 0.696515], [-1.764722, -1.762581, 1.619927], [-2.526667, -0.329733, -0.410352], [-0.899399, 0.695719, 1.716716], [4.591431, -0.975503, 0.771415], [3.709758, -2.563432, 0.689935], [2.888343, -1.138876, 1.446274], [2.803364, 1.311623, -0.199932], [1.660709, 0.602036, 1.032052], [1.000257, 1.577747, -0.354049], [-0.048543, -2.152609, -1.553030], [1.185413, -2.608797, 0.320075], [-3.022328, -1.175140, -0.420558], [-0.211538, 0.490385, 2.370465], [-4.517293, 2.243033, 0.593479], [-4.459824, 2.719061, -0.865585], [-3.029474, 3.174091, -1.191483], [-5.424766, 3.895361, -1.075762], [-4.864550, 1.561167, -1.792833]],
  "forces_ev_per_a": [[-0.32, 0.33, 0.17], [1.43, -2.17, -1.07], [-1.63, 1.08, 1.60], [1.51, -0.88, 1.69], [-0.66, 1.16, 0.23], [0.94, -1.67, -0.26], [-4.12, 1.41, 1.29], [1.73, 1.44, -1.91], [1.25, -0.71, 1.21], [-0.16, -0.47, -0.57], [-1.13, -0.29, -0.32], [-0.19, 1.23, -0.38], [0.70, -0.29, -0.72], [-1.01, -0.60, -0.02], [0.15, 0.28, -0.97], [0.77, -0.65, 0.40], [0.46, 0.41, 0.66], [0.97, -0.04, -1.09], [-0.21, 0.65, 0.17], [-0.47, -0.22, -0.09], [0.28, -0.21, -0.08], [-0.12, 0.20, -0.11], [0.02, 0.19, 0.31], [0.09, -0.02, -0.29], [-0.28, -0.14, 0.16]],
  "homo_ev": 1.119,
  "total_charge": -2,
  "e_tot_ev": -49005.151,
  "fmax_ha_per_bohr": 0.08841
}

=====

{
  "formula": "C3H10NOP",
  "method": "the ωB97M-V functional and the def2-TZVPD basis",
  "elements": ["C", "C", "C", "N", "O", "P", "H", "H", "H", "H", "H", "H", "H", "H", "H", "H"],
  "xyz": [[-1.064016, 1.753076, -0.029729], [-1.373515, -0.689310, -0.457062], [1.676785, -1.580476, 0.049726], [-0.512879, 0.321973, 0.071595], [1.819015, 1.259613, 0.812772], [1.199642, 0.369291, -0.407974], [-0.220467, 2.366387, 0.267162], [-1.364555, 1.977134, -1.029442], [-1.965070, 1.690263, 0.475181], [-2.259169, -0.160384, -0.642811], [-0.991744, -1.070601, -1.389703], [-1.615121, -1.503111, 0.221238], [1.401986, -2.395652, -0.758795], [1.057499, -1.904068, 0.876131], [2.780306, -1.610640, 0.215796], [1.431304, 1.176509, 1.725911]],
  "forces_ev_per_a": [[2.13, -2.83, -1.00], [0.54, -0.08, -0.02], [-0.63, 0.35, -1.89], [2.13, 1.92, 0.62], [-0.32, -0.12, 1.27], [-0.69, -2.46, 0.20], [-0.75, 0.66, 0.50], [0.17, 0.28, -1.17], [-1.43, 0.77, 1.90], [-1.72, 0.20, -0.63], [-0.06, -0.47, -0.55], [0.29, -0.14, 0.20], [0.65, 2.03, 1.03], [0.29, 0.18, 0.70], [-0.98, -0.03, 0.11], [0.36, -0.27, -1.29]],
  "homo_ev": -7.962,
  "total_charge": 0,
  "e_above_lowest_kcal_mol": 42.27,
  "smiles": "CN(C)P(C)O",
  "e_tot_ev": -16098.674,
  "fmax_ha_per_bohr": 0.07149
}

=====

{
  "formula": "C3H10NOPS",
  "method": "the ωB97M-V functional and the def2-TZVPD basis",
  "elements": ["C", "C", "C", "N", "O", "P", "S", "H", "H", "H", "H", "H", "H", "H", "H", "H", "H"],
  "xyz": [[-0.830292, 0.748946, -0.949426], [0.214625, 1.913955, 1.003669], [-0.837500, 1.352408, 0.424079], [1.084581, -2.814304, -0.861097], [3.064602, -2.187872, 0.628230], [-2.596019, 1.396297, 1.032108], [1.936946, -1.566323, -0.475681], [-1.353845, -0.285560, -0.931156], [-1.281550, 1.378574, -1.660080], [0.087154, 0.555289, -1.292020], [0.019300, 2.458860, 1.904153], [1.131884, 1.846142, 0.521178], [3.491980, -3.026530, 0.285926], [1.253809, -3.219785, -1.816727], [0.253819, -3.045447, -0.392021], [-2.290457, 2.145490, 2.162068], [-3.349037, 2.349860, 0.416797]],
  "forces_ev_per_a": [[-2.80, -2.29, 2.08], [-2.33, -0.31, 0.35], [-1.44, 0.87, -1.34], [-0.27, -2.23, -3.26], [0.38, -1.04, -0.39], [1.05, -1.91, 1.55], [2.24, 1.86, 1.24], [0.49, 1.72, -0.15], [-1.03, 0.81, -0.85], [3.88, -0.63, -1.20], [0.58, 0.25, 0.46], [1.77, -0.02, -0.36], [-0.66, 1.53, 0.21], [-0.58, 0.31, 1.73], [-1.10, -0.43, 0.49], [-0.23, 0.34, 0.47], [0.05, 1.19, -1.02]],
  "homo_ev": -8.501,
  "total_charge": 0,
  "e_above_lowest_kcal_mol": 105.52,
  "smiles": "C=C(C)P.NSO",
  "e_tot_ev": -26931.918,
  "fmax_ha_per_bohr": 0.08108
}

=====

{
  "formula": "C3H10NOS",
  "method": "the ωB97M-V functional and the def2-TZVPD basis",
  "elements": ["C", "C", "C", "S", "N", "H", "H", "H", "H", "H", "H", "H", "H", "H", "H", "O"],
  "xyz": [[2.084669, -0.808659, -0.617688], [0.479685, -0.664214, -0.635523], [-0.000325, 0.035913, 0.791711], [0.403253, 1.821065, 0.915906], [-0.027117, 0.268689, -1.739954], [2.191667, -1.587367, 0.067199], [2.423471, 0.140338, -0.195357], [2.363340, -0.959155, -1.665272], [0.000019, -1.581309, -0.905519], [-1.007783, -0.388282, 1.044939], [0.534357, -0.459250, 1.619496], [-1.064032, 0.350936, -1.411512], [0.357507, 1.171051, -1.394624], [-3.547316, 1.331726, 1.321520], [-2.140330, 0.833928, 1.278206], [-3.051065, 0.494591, 1.526471]],
  "forces_ev_per_a": [[-3.55, 1.88, -1.20], [0.59, 3.04, 0.55], [0.85, -2.36, -0.37], [-0.79, -0.44, -0.07], [-1.06, -0.35, 1.92], [1.03, -1.52, 0.80], [0.33, -0.14, -0.21], [0.52, -0.26, 0.42], [-0.22, -0.97, 0.58], [0.38, 0.89, -0.73], [0.41, 0.00, -0.32], [2.11, 0.10, -1.08], [-0.43, -0.22, -0.39], [0.34, -1.31, 0.43], [-0.86, -0.59, 0.52], [0.35, 2.26, -0.87]],
  "homo_ev": -2.919,
  "total_charge": -1,
  "e_above_lowest_kcal_mol": 27.61,
  "e_tot_ev": -17646.245,
  "fmax_ha_per_bohr": 0.08151
}